(1)
ORCA calculation (the ωB97M-V functional and the def2-TZVPD basis) on C23H17BrClN5O9SSc as an isolated structure.

Geometry as ORCA input:
```
! RIJCOSX wB97M-V def2-TZVPD def2/J DEFGRID3
* xyz -1 1
Sc -0.12 0.52 -0.26
O -3.68 -1.38 -2.63
C -2.72 -0.61 -2.11
O -1.56 -0.93 -2.04
C -3.18 0.75 -1.70
C -4.31 1.38 -2.17
C -4.52 2.70 -1.80
C -3.60 3.33 -0.98
C -2.51 2.61 -0.54
N -2.31 1.35 -0.89
C -1.41 3.18 0.35
O -1.36 4.39 0.51
O -0.64 2.27 0.81
H -3.28 -2.24 -2.79
H -5.00 0.85 -2.81
H -5.39 3.23 -2.15
H -3.70 4.37 -0.68
C 5.21 0.79 1.28
C 3.86 0.80 1.93
C 3.56 1.62 3.01
C 2.28 1.62 3.54
C 1.33 0.80 2.95
Br -0.38 0.71 3.77
N 1.57 0.05 1.89
C 2.82 0.04 1.42
H 6.01 0.93 2.02
H 5.29 1.59 0.54
H 5.39 -0.15 0.76
H 4.32 2.26 3.44
H 2.01 2.23 4.39
H 2.98 -0.58 0.54
C 1.29 4.02 -1.67
S 1.46 2.27 -1.74
O 0.11 1.72 -2.06
O 2.48 1.99 -2.71
O 1.75 1.80 -0.36
H 0.87 4.34 -2.62
H 2.29 4.42 -1.53
H 0.63 4.29 -0.84
Cl 0.19 -7.11 2.27
C -0.44 -5.53 1.85
C -1.80 -5.40 1.60
C -2.29 -4.15 1.26
C -1.44 -3.05 1.18
C -0.08 -3.21 1.44
C 0.42 -4.45 1.78
C -1.99 -1.70 0.78
O -3.15 -1.61 0.41
O -1.15 -0.73 0.86
H -2.45 -6.26 1.66
H -3.34 -4.00 1.05
H 0.56 -2.34 1.38
H 1.48 -4.59 1.98
N 1.15 -1.03 -0.98
C 1.42 -1.59 -1.98
N 1.80 -2.29 -2.96
C 1.65 -2.15 -4.25
N 1.58 -2.12 -5.41
*
```

## Properties
HOMO level	-5.996	eV
LUMO energy	0.081	hartree
ΔE to the lowest compared entry with this formula, charge and spin	66.6	kJ/mol
total energy	-164115.9663	eV

---

(2)
ORCA calculation (the ωB97M-V functional and the def2-TZVPD basis) on C23H17Cl2N4O4Rh as an isolated structure at a distorted geometry.

Geometry as ORCA input:
```
! RIJCOSX wB97M-V def2-TZVPD def2/J DEFGRID3
* xyz 0 5
Rh 1.75 1.16 -0.41
C 5.67 0.23 -1.26
C 4.27 0.50 -0.86
O 4.02 1.33 0.04
O 3.37 -0.11 -1.47
H 5.72 -0.19 -2.32
H 6.03 -0.55 -0.63
H 6.37 1.04 -1.11
N 0.58 -0.13 2.21
C 1.24 0.67 1.46
N 2.08 8.66 0.18
C 2.13 7.56 -0.14
C 2.04 6.16 -0.29
C 3.18 5.42 -0.14
C 3.03 4.04 -0.09
N 1.87 3.40 -0.41
C 0.79 4.14 -0.70
C 0.86 5.56 -0.64
H 4.08 5.88 0.20
H 3.88 3.38 0.20
H -0.12 3.57 -0.85
H -0.06 6.09 -0.52
Cl -2.93 -3.37 2.29
C -4.03 -3.30 0.93
C -5.37 -3.39 1.12
C -6.20 -3.43 0.01
C -5.65 -3.29 -1.26
C -4.32 -2.99 -1.41
Cl -3.54 -2.74 -2.95
C -3.40 -3.12 -0.36
N -2.09 -3.05 -0.70
C -0.89 -2.79 0.09
C 0.00 -3.80 0.19
C 1.13 -3.63 0.90
C 1.22 -2.57 1.76
C 0.32 -1.49 1.64
C -0.74 -1.54 0.71
C -1.75 -0.46 0.40
C -1.06 0.75 -0.24
O -1.15 1.89 0.23
O -0.22 0.41 -1.17
H -5.72 -3.47 2.15
H -7.28 -3.59 0.11
H -6.25 -3.21 -2.14
H -1.91 -3.40 -1.70
H -0.22 -4.62 -0.46
H 1.85 -4.41 0.96
H 2.07 -2.40 2.38
H 0.11 0.04 3.09
H -2.24 -0.11 1.31
H -2.53 -0.76 -0.31
*
```

## Properties
HOMO level (alpha / beta)	-7.814 / -8.218	eV
LUMO energy (alpha / beta)	-0.020 / -0.047	hartree
<S²>	6.0142
ΔE to the lowest compared entry with this formula, charge and spin	3.2	kJ/mol
total energy	-66325.7745	eV

---

(3)
ORCA calculation (the ωB97M-V functional and the def2-TZVPD basis) on one molecule with the formula C23H17ClN4O at a distorted geometry.

Geometry as ORCA input:
```
! RIJCOSX wB97M-V def2-TZVPD def2/J DEFGRID3
* xyz 0 1
O -0.36 3.75 -1.29
Cl -6.43 -1.35 -6.62
N -0.81 0.55 0.28
N -2.55 1.19 -2.21
C -0.82 2.61 -1.21
C -0.24 1.63 -0.24
C 1.11 1.76 0.37
C 1.27 0.75 1.27
C -3.36 1.05 -3.24
C -5.07 -2.31 -2.94
C -5.76 -2.34 -4.18
C -4.25 -1.23 -2.62
C -4.80 -0.23 -4.74
C 3.51 3.49 3.95
C 2.81 -0.98 2.18
C 4.68 3.04 4.55
C 3.93 -1.40 2.94
C -5.61 -1.32 -5.07
C -4.16 -0.14 -3.48
C 2.71 2.65 3.12
C 2.41 0.38 2.16
C 5.04 1.68 4.44
C 4.67 -0.44 3.66
C 3.09 1.30 2.94
C 4.24 0.87 3.63
N 0.11 0.02 1.15
N -1.83 2.36 -2.13
C 6.17 0.86 5.01
C 5.87 -0.57 4.56
H 1.86 2.53 0.13
H -3.38 1.83 -4.00
H -5.12 -3.14 -2.27
H -6.42 -3.18 -4.28
H -3.70 -1.25 -1.72
H -4.72 0.58 -5.45
H 3.23 4.54 4.12
H 2.25 -1.71 1.62
H 5.25 3.66 5.19
H 4.18 -2.47 2.94
H 1.85 3.08 2.60
H -0.12 -0.86 1.67
H -2.18 3.21 -2.55
H 7.12 1.18 4.61
H 6.24 0.96 6.09
H 6.70 -1.02 4.01
H 5.71 -1.24 5.38
*
```

## Properties
HOMO level	-7.784	eV
LUMO energy	0.002	hartree
ΔE to the lowest compared entry with this formula, charge and spin	112.8	kJ/mol
total energy	-44656.2539	eV

---

(4)
ORCA calculation (the ωB97M-V functional and the def2-TZVPD basis) on C23H17IN3O2ReSe as an isolated structure.

Geometry as ORCA input:
```
! RIJCOSX wB97M-V def2-TZVPD def2/J DEFGRID3
* xyz 1 4
Re -1.30 0.03 1.18
C 2.75 -0.48 3.44
C 2.79 0.32 2.19
N 3.94 0.68 1.67
C 3.97 1.42 0.54
C 2.87 1.86 -0.13
C 2.99 2.69 -1.38
O 2.41 3.98 -1.23
C 1.60 1.47 0.39
C 0.41 2.05 -0.14
N -0.82 1.69 0.14
C -1.89 2.56 -0.26
C -2.04 3.04 -1.55
C -3.10 3.87 -1.84
C -4.02 4.22 -0.87
C -3.89 3.74 0.43
C -2.82 2.91 0.71
I -2.54 2.10 2.64
C 1.56 0.69 1.55
O 0.43 0.30 2.11
H 3.76 -0.65 3.79
H 2.25 -1.44 3.28
H 2.18 0.04 4.22
H 4.97 1.66 0.18
H 2.47 2.23 -2.21
H 4.05 2.77 -1.66
H 2.96 4.52 -0.65
H 0.53 2.93 -0.77
H -1.34 2.73 -2.31
H -3.22 4.24 -2.85
H -4.86 4.86 -1.11
H -4.62 3.99 1.19
Se -5.53 -0.07 -1.20
C -4.06 -0.16 -0.30
N -3.04 -0.20 0.31
C -0.77 -1.75 0.54
C -0.51 -2.86 0.12
C -0.21 -4.16 -0.37
C -1.15 -4.85 -1.14
C -0.84 -6.12 -1.62
C 0.39 -6.69 -1.32
C 1.32 -6.01 -0.56
C 1.03 -4.75 -0.08
H -2.10 -4.39 -1.36
H -1.57 -6.66 -2.21
H 0.62 -7.68 -1.70
H 2.28 -6.46 -0.33
H 1.75 -4.20 0.53
*
```

## Properties
HOMO level (alpha / beta)	-10.976 / -11.226	eV
LUMO energy (alpha / beta)	-0.176 / -0.192	hartree
<S²>	3.7948
ΔE to the lowest compared entry with this formula, charge and spin	6.2	kJ/mol
total energy	-108260.2486	eV

---

(5)
ORCA calculation (the ωB97M-V functional and the def2-TZVPD basis) on C23H17N3O7Ru as an isolated structure at a distorted geometry.

Geometry as ORCA input:
```
! RIJCOSX wB97M-V def2-TZVPD def2/J DEFGRID3
* xyz -1 2
Ru -0.84 -0.14 0.48
O -1.62 0.25 2.36
C -1.90 -0.62 3.25
C -2.75 -0.25 4.31
C -3.04 -1.09 5.35
C -2.53 -2.39 5.37
C -1.72 -2.81 4.34
C -1.35 -1.96 3.27
C -0.44 -2.46 2.31
N 0.13 -1.78 1.34
C 1.21 -2.40 0.63
C 1.15 -2.30 -0.91
N 1.28 -0.98 -1.47
C 2.40 -0.19 -1.32
C 1.94 1.20 -1.05
C 2.92 2.39 -1.09
C 2.39 3.72 -1.45
C 1.13 4.18 -1.21
C -0.04 3.49 -0.78
C -0.36 2.16 -0.91
O -1.43 1.66 -0.43
H -3.15 0.76 4.28
H -3.67 -0.75 6.17
H -2.76 -3.06 6.18
H -1.31 -3.81 4.35
H -0.17 -3.51 2.42
H 1.26 -3.48 0.88
H 2.15 -1.93 0.97
H 0.21 -2.72 -1.27
H 1.98 -2.90 -1.32
H 3.27 -0.62 -0.85
H 3.89 2.18 -1.56
H 3.13 4.43 -1.78
H 0.99 5.24 -1.34
H -0.80 4.10 -0.32
O -0.09 1.46 -5.39
C -0.13 1.05 -4.08
C -0.99 -0.02 -3.70
C -0.86 -0.61 -2.48
N 0.11 -0.17 -1.54
C 0.57 1.23 -1.72
C 0.67 1.64 -3.16
C 2.03 1.41 0.45
O 3.06 2.28 0.38
O 1.49 0.92 1.41
C -1.85 -1.67 -2.04
O -2.45 -2.30 -2.90
O -1.98 -1.81 -0.78
H -0.72 0.92 -5.88
H -1.75 -0.39 -4.36
H 1.34 2.44 -3.41
*
```

## Properties
HOMO level (alpha / beta)	-4.078 / -4.280	eV
LUMO energy (alpha / beta)	0.099 / 0.095	hartree
<S²>	0.7566
ΔE to the lowest compared entry with this formula, charge and spin	535.1	kJ/mol
total energy	-45509.5199	eV